Here is C41H50IrNO3S4Te as an isolated structure at a distorted geometry from OMol25. Energies are from ωB97M-V with the def2-TZVPD basis set.

Atoms and positions in Å:
Ir: -1.46 0.24 2.01
C: -4.18 1.22 4.91
C: -2.85 1.74 5.48
S: -1.51 1.93 4.25
C: -0.14 1.09 5.08
C: -0.36 -0.39 5.36
S: -0.56 -1.40 3.85
C: -2.13 -2.20 4.31
C: -2.69 -2.98 3.13
S: -3.09 -1.94 1.70
C: -4.85 -1.59 1.99
C: -5.16 -0.73 3.21
S: -4.20 0.80 3.13
H: -4.96 1.96 5.06
H: -4.49 0.31 5.44
H: -2.49 1.09 6.27
H: -2.99 2.74 5.89
H: 0.08 1.62 6.01
H: 0.71 1.22 4.41
H: -1.23 -0.55 5.99
H: 0.51 -0.78 5.89
H: -2.81 -1.42 4.64
H: -1.92 -2.88 5.14
H: -3.58 -3.53 3.41
H: -1.94 -3.67 2.76
H: -5.36 -2.55 2.08
H: -5.19 -1.10 1.08
H: -4.91 -1.26 4.13
H: -6.22 -0.48 3.23
C: 1.44 -4.35 -5.01
C: 0.92 -3.85 -3.69
C: -0.44 -3.68 -3.46
C: -0.93 -3.18 -2.26
C: -2.41 -3.02 -2.04
C: -0.01 -2.85 -1.26
C: 1.36 -3.06 -1.44
C: 2.34 -2.81 -0.32
C: 1.80 -3.55 -2.66
C: -0.52 -2.22 0.02
O: -0.59 -2.85 1.07
O: -0.86 -0.96 -0.12
H: 0.62 -4.71 -5.64
H: 2.15 -5.17 -4.87
H: 1.95 -3.55 -5.55
H: -1.14 -3.94 -4.25
H: -2.95 -3.11 -2.98
H: -2.64 -2.06 -1.59
H: -2.78 -3.80 -1.36
H: 2.02 -3.32 0.59
H: 2.41 -1.75 -0.07
H: 3.34 -3.15 -0.59
H: 2.87 -3.70 -2.81
C: 3.02 -0.56 -6.65
C: 2.52 -0.22 -5.27
C: 1.16 -0.27 -4.97
C: 0.67 0.03 -3.70
C: -0.81 -0.03 -3.47
C: 1.60 0.41 -2.73
Te: 0.97 0.60 -0.62
N: 0.73 0.48 1.67
C: 0.86 1.83 1.93
O: -0.18 2.51 2.02
C: 2.19 2.46 2.12
C: 2.26 3.79 2.53
C: 3.50 4.38 2.76
C: 4.66 3.65 2.57
C: 4.60 2.33 2.15
C: 3.37 1.73 1.94
C: -0.53 2.05 -0.97
C: -1.87 1.77 -0.74
C: -2.83 2.74 -0.94
C: -2.45 4.00 -1.38
C: -1.11 4.28 -1.59
C: -0.12 3.32 -1.38
C: 1.33 3.70 -1.56
C: 2.97 0.47 -2.99
C: 4.02 0.89 -1.98
C: 3.40 0.17 -4.27
H: 2.25 -1.03 -7.25
H: 3.87 -1.24 -6.59
H: 3.36 0.34 -7.17
H: 0.45 -0.56 -5.74
H: -1.26 -0.80 -4.10
H: -1.28 0.92 -3.72
H: -1.05 -0.27 -2.43
H: 1.34 4.34 2.67
H: 3.55 5.41 3.08
H: 5.62 4.11 2.76
H: 5.51 1.76 2.01
H: 3.30 0.68 1.65
H: -2.18 0.77 -0.45
H: -3.87 2.51 -0.76
H: -3.20 4.76 -1.56
H: -0.82 5.27 -1.92
H: 1.43 4.77 -1.72
H: 1.77 3.19 -2.42
H: 1.92 3.44 -0.68
H: 3.61 1.08 -0.99
H: 4.51 1.81 -2.31
H: 4.79 0.13 -1.89
H: 4.46 0.23 -4.50

Results
net charge	+1
ΔE to the lowest compared entry with this formula, charge and spin	0.0	kcal/mol
frontier orbital gap (spin up / spin down)	7.840 / 6.138	eV
LUMO energy (spin up / spin down)	-1.83 / -4.33	eV
spin multiplicity	6
⟨S²⟩	8.7808



Here is an isolated molecule of C4H9NO at a distorted geometry from OMol25. Energies are from ωB97M-V with the def2-TZVPD basis set.

Atoms and positions in Å:
C: -1.04 -0.97 2.01
C: 0.30 -0.97 1.34
C: -0.01 -0.44 -0.76
O: 0.35 0.13 0.40
N: 0.25 0.32 -1.80
C: 0.60 1.73 -1.88
H: -1.83 -1.15 1.27
H: -1.10 -1.74 2.78
H: -1.21 0.02 2.45
H: 1.15 -0.83 2.00
H: 0.45 -1.91 0.78
H: 0.00 -0.17 -2.64
H: -0.25 2.34 -1.55
H: 1.46 1.95 -1.25
H: 0.83 1.96 -2.92

Results
ΔE to the lowest compared entry with this formula, charge and spin	62.8	kcal/mol
frontier orbital gap	9.252	eV
LUMO energy	1.03	eV



Here is C33H33N2O as an isolated structure at a distorted geometry from OMol25. Energies are from ωB97M-V with the def2-TZVPD basis set.

Atoms and positions in Å:
C: -0.83 0.23 4.50
C: 0.26 -0.71 4.11
C: 0.14 -1.67 3.07
N: -1.01 -1.73 2.19
C: -1.46 -0.79 1.30
N: -2.71 -1.07 1.01
C: -3.75 -0.23 0.45
C: -3.07 -2.31 1.63
C: -2.01 -2.73 2.31
C: 1.08 -2.69 2.95
C: 0.90 -3.79 1.96
C: 2.24 -2.65 3.74
C: 2.44 -1.65 4.69
C: 3.71 -1.63 5.50
C: 1.44 -0.68 4.86
H: -0.39 1.07 5.05
H: -1.36 0.65 3.65
H: -1.58 -0.22 5.17
H: -3.42 0.80 0.32
H: -4.11 -0.62 -0.51
H: -4.60 -0.24 1.14
H: -4.06 -2.74 1.54
H: -1.84 -3.63 2.89
H: 1.85 -4.31 1.86
H: 0.15 -4.54 2.29
H: 0.61 -3.43 0.97
H: 3.01 -3.41 3.59
H: 3.68 -0.85 6.26
H: 3.87 -2.59 6.00
H: 4.58 -1.45 4.85
H: 1.59 0.11 5.60
C: -2.57 6.07 0.97
C: -2.04 4.71 0.63
C: -2.13 3.71 1.61
C: -1.69 2.42 1.35
C: -1.23 2.02 0.07
C: -0.98 0.61 -0.10
C: -0.57 0.07 -1.37
C: -1.02 0.64 -2.60
C: -0.61 0.17 -3.84
C: 0.28 -0.92 -3.88
O: 0.63 -1.51 -5.10
C: 1.72 -1.01 -5.83
C: 2.84 -1.83 -5.97
C: 3.99 -1.30 -6.55
C: 3.98 -0.01 -7.07
C: 2.83 0.77 -7.00
C: 1.67 0.28 -6.37
C: 0.75 -1.51 -2.70
C: 0.34 -1.01 -1.47
C: -1.00 3.10 -0.87
C: -1.44 4.39 -0.59
H: -2.82 6.66 0.08
H: -3.46 5.97 1.60
H: -1.83 6.64 1.55
H: -2.61 3.95 2.57
H: -1.73 1.68 2.14
H: -0.54 0.08 1.05
H: -1.68 1.51 -2.59
H: -0.98 0.61 -4.77
H: 2.80 -2.85 -5.57
H: 4.89 -1.92 -6.59
H: 4.89 0.39 -7.54
H: 2.80 1.77 -7.42
H: 0.76 0.87 -6.29
H: 1.43 -2.37 -2.77
H: 0.79 -1.41 -0.56
H: -0.47 2.93 -1.80
H: -1.34 5.18 -1.35

Results
net charge	+1
ΔE to the lowest compared entry with this formula, charge and spin	111.7	kcal/mol
frontier orbital gap	5.725	eV
LUMO energy	-4.04	eV



Here is C17H31Cl2N2PSeY as an isolated structure at a distorted geometry from OMol25. Energies are from ωB97M-V with the def2-TZVPD basis set.

Atoms and positions in Å:
Y: 0.55 -0.08 1.55
Cl: -0.95 1.51 0.36
Cl: 1.98 -1.59 0.17
H: -1.87 -1.03 1.75
H: 2.16 1.00 2.05
P: 0.01 -0.11 -3.08
C: 0.27 1.65 -3.54
C: 1.13 -1.25 -4.01
C: -1.78 -0.46 -3.30
C: 1.26 2.31 -2.55
H: -0.73 2.11 -3.37
C: 0.66 1.83 -5.00
H: 1.65 1.41 -5.20
H: 0.69 2.90 -5.22
H: -0.06 1.37 -5.68
H: 0.86 2.26 -1.53
H: 1.38 3.37 -2.83
H: 2.24 1.82 -2.58
H: -2.25 0.40 -2.78
C: -2.22 -1.74 -2.56
C: -2.15 -0.42 -4.78
H: -2.12 0.60 -5.18
H: -3.18 -0.79 -4.91
H: -1.49 -1.04 -5.39
H: -1.61 -1.91 -1.66
H: -2.18 -2.62 -3.22
H: -3.26 -1.61 -2.23
C: 2.60 -0.94 -3.66
H: 0.94 -1.03 -5.08
C: 0.81 -2.72 -3.70
H: 2.90 0.09 -3.88
H: 3.24 -1.62 -4.24
H: 2.77 -1.14 -2.59
H: 0.98 -2.92 -2.63
H: 1.51 -3.36 -4.26
H: -0.21 -3.00 -3.96
C: -2.63 -0.58 5.32
N: -1.27 -0.19 4.97
C: -0.53 -0.75 4.00
Se: -1.16 -2.03 2.68
N: 0.70 -0.12 4.07
C: 0.72 0.81 5.12
C: 1.86 1.25 5.78
C: 1.70 1.60 7.13
C: 0.45 1.49 7.77
C: -0.69 1.06 7.07
C: -0.51 0.73 5.72
H: -3.12 -0.96 4.41
H: -3.13 0.32 5.69
H: -2.62 -1.34 6.11
H: 1.57 -0.38 3.58
H: 2.80 1.25 5.23
H: 2.56 1.92 7.70
H: 0.38 1.73 8.82
H: -1.65 0.92 7.56

Results
net charge	-1
frontier orbital gap (spin up / spin down)	4.167 / 4.168	eV
LUMO energy (spin up / spin down)	2.63 / 2.63	eV



Here is C29H39Cl2N2O8SSbTl as an isolated structure from OMol25. Energies are from ωB97M-V with the def2-TZVPD basis set.

Atoms and positions in Å:
Tl: 0.44 0.08 0.19
O: -2.96 2.43 -2.02
C: -2.01 1.74 -1.64
O: -1.53 1.64 -0.48
C: -1.31 0.89 -2.71
C: -1.77 0.90 -4.02
C: -1.14 0.10 -4.96
C: -0.07 -0.69 -4.57
C: 0.34 -0.63 -3.25
N: -0.27 0.14 -2.34
H: -2.61 1.53 -4.26
H: -1.48 0.08 -5.99
H: 0.45 -1.33 -5.27
H: 1.18 -1.21 -2.89
Cl: -0.37 1.64 3.48
C: 0.72 0.31 3.91
Cl: -0.06 -1.26 3.77
H: 1.04 0.46 4.93
H: 1.55 0.33 3.21
C: -3.28 -3.81 1.73
C: -3.82 -2.40 1.97
Sb: -2.78 -0.92 0.78
C: -3.44 -1.70 -1.13
C: -4.95 -1.80 -1.30
C: -4.29 0.62 0.94
C: -3.95 1.65 2.02
H: -3.76 -4.55 2.38
H: -2.20 -3.86 1.90
H: -3.44 -4.13 0.70
H: -3.68 -2.11 3.01
H: -4.88 -2.34 1.75
H: -2.96 -2.67 -1.22
H: -3.00 -1.06 -1.90
H: -5.40 -2.44 -0.53
H: -5.21 -2.23 -2.27
H: -5.43 -0.82 -1.23
H: -5.25 0.14 1.13
H: -4.33 1.11 -0.03
H: -3.81 1.19 3.00
H: -4.73 2.41 2.11
H: -3.02 2.15 1.75
C: -1.40 5.19 0.87
C: -0.41 4.59 -0.09
C: -0.65 4.60 -1.45
C: 0.19 3.92 -2.32
C: 1.30 3.27 -1.82
C: 1.59 3.29 -0.46
C: 0.73 3.95 0.40
S: 2.31 2.27 -2.90
C: 3.67 3.43 -3.09
O: 2.86 1.15 -2.09
H: -2.20 5.70 0.35
H: -0.92 5.90 1.56
H: -1.85 4.39 1.47
H: -1.56 5.05 -1.83
H: -0.04 3.86 -3.38
H: 2.45 2.74 -0.08
H: 0.92 3.93 1.47
H: 4.08 3.64 -2.10
H: 3.30 4.35 -3.56
H: 4.42 2.96 -3.72
O: 3.02 -4.41 0.71
C: 2.98 -3.21 0.39
O: 1.98 -2.43 0.43
C: 4.27 -2.59 -0.14
C: 5.45 -3.32 -0.11
C: 6.63 -2.79 -0.60
C: 6.60 -1.50 -1.13
C: 5.44 -0.75 -1.18
C: 4.28 -1.31 -0.67
N: 7.84 -0.93 -1.66
O: 7.80 0.19 -2.13
O: 8.85 -1.61 -1.62
H: 5.42 -4.33 0.30
H: 7.56 -3.34 -0.59
H: 5.44 0.24 -1.61
H: 3.36 -0.74 -0.70
C: -0.19 -3.73 -1.58
O: -0.43 -2.92 -0.45
H: 0.81 -3.56 -1.99
H: -0.93 -3.49 -2.35
H: -0.28 -4.80 -1.33
H: 0.42 -2.89 0.06

Results
net charge	-1
ΔE to the lowest compared entry with this formula, charge and spin	0.0	kcal/mol
frontier orbital gap	7.205	eV
LUMO energy	1.95	eV



Here is C30H28AuNOPS2 as an isolated structure at a distorted geometry from OMol25. Energies are from ωB97M-V with the def2-TZVPD basis set.

Atoms and positions in Å:
Au: 0.11 -1.47 -0.12
C: -0.90 -3.31 2.24
C: 0.08 -2.35 2.80
C: 0.35 -2.30 4.18
C: 1.23 -1.37 4.67
C: 1.89 -0.50 3.78
C: 2.82 0.47 4.23
C: 3.44 1.29 3.33
C: 3.20 1.15 1.97
C: 2.31 0.21 1.48
S: 2.17 0.06 -0.23
C: 1.60 -0.63 2.40
N: 0.69 -1.52 1.96
H: -1.25 -4.01 2.99
H: -0.46 -3.88 1.42
H: -1.77 -2.78 1.83
H: -0.16 -2.98 4.83
H: 1.42 -1.30 5.72
H: 3.03 0.53 5.29
H: 4.15 2.04 3.67
H: 3.72 1.78 1.26
C: -5.71 2.93 -0.47
C: -5.67 1.57 -0.19
C: -4.45 0.93 -0.08
C: -3.26 1.64 -0.27
C: -3.31 3.01 -0.51
C: -4.53 3.64 -0.62
P: -1.69 0.68 -0.23
C: -0.42 1.98 -0.18
C: -0.26 2.64 1.03
C: 0.73 3.60 1.18
C: 1.56 3.88 0.11
C: 1.40 3.24 -1.11
C: 0.42 2.27 -1.25
C: -1.58 -0.05 -1.89
C: -2.26 0.37 -3.02
C: -2.14 -0.36 -4.19
C: -1.37 -1.51 -4.21
C: -0.69 -1.93 -3.08
C: -0.78 -1.20 -1.91
H: -6.66 3.43 -0.56
H: -6.58 1.01 -0.05
H: -4.41 -0.13 0.15
H: -2.39 3.57 -0.62
H: -4.56 4.70 -0.84
H: -0.93 2.40 1.86
H: 0.85 4.11 2.11
H: 2.36 4.61 0.23
H: 2.06 3.48 -1.93
H: 0.31 1.76 -2.20
H: -2.88 1.26 -2.98
H: -2.66 -0.04 -5.07
H: -1.30 -2.09 -5.13
H: -0.12 -2.85 -3.09
C: 4.10 -4.18 -1.52
S: 2.39 -3.65 -1.92
C: 2.86 -2.18 -2.92
O: 1.84 -3.12 -0.64
H: 4.76 -3.33 -1.41
H: 4.44 -4.81 -2.34
H: 4.07 -4.75 -0.60
H: 3.07 -2.52 -3.93
H: 3.73 -1.69 -2.49
H: 2.01 -1.51 -2.92

Results
net charge	+1
ΔE to the lowest compared entry with this formula, charge and spin	5.9	kcal/mol
frontier orbital gap (spin up / spin down)	6.805 / 5.175	eV
LUMO energy (spin up / spin down)	-3.25 / -5.08	eV
spin multiplicity	3
⟨S²⟩	2.0337